63
Properties=species:S:1:pos:R:3:forces:R:3 method="wB97M-V/def2-TZVPD" spin_multiplicity=6 max_force_ev_per_a=3.65 homo_ev="-13.4 / -13.8" homo_lumo_gap_ha="0.27947 / 0.23769" total_charge=+2 lumo_ha="-0.213 / -0.269" relative_energy_kcal_mol=16.00
Ru 0.1260 -0.4170 -0.4084 -0.2369 0.7211 0.1613
C 1.0875 2.2158 5.8692 0.4873 1.2932 0.0069
C 1.6567 1.9144 4.5040 -0.1332 0.0900 -0.6202
N 0.5590 1.2730 3.7464 3.2942 -0.8462 -1.3179
C 0.7925 0.6557 2.5432 -1.8510 -0.0293 1.1770
S -0.7651 0.3454 1.7421 0.1977 -0.1553 -0.5410
N 1.9307 0.1998 2.1590 0.6251 0.1467 0.6716
N 1.8645 -0.5812 1.0563 -0.5236 0.9680 -0.3222
C 2.8466 -1.3304 0.7825 0.7889 -1.9766 0.9271
C 3.9366 -1.6534 1.7907 -0.3967 1.1336 0.5471
C 2.6802 -2.1688 -0.4279 0.7618 -0.7706 -0.4633
C 3.7112 -3.0259 -0.9037 -1.3093 0.9412 -0.4062
C 3.4788 -3.6988 -2.1111 -0.7951 0.1075 0.2742
C 2.2083 -3.6224 -2.7303 1.2403 0.4313 1.0779
C 1.2664 -2.7854 -2.1501 -0.7982 -0.5046 -1.1410
N 1.4827 -2.0718 -1.0515 1.0015 -0.1611 0.0902
H 1.7642 2.9652 6.3963 -0.9838 -1.2778 -0.2962
H 0.8743 1.2926 6.4028 0.2223 0.2045 0.3637
H 0.1247 2.7204 5.6579 0.3509 -0.0409 0.5345
H 2.5309 1.2558 4.4608 -0.2470 0.1294 0.2464
H 1.9217 2.8690 4.0069 0.0416 -0.4232 0.1154
H -0.2711 1.7733 3.7889 -1.8296 0.7963 0.0868
H 3.4809 -2.0777 2.7162 0.0587 0.7204 -0.5404
H 4.5137 -0.7285 2.0422 -0.4673 -0.8608 -0.0503
H 4.5894 -2.4319 1.4705 0.5818 -0.2517 -0.4996
H 4.6616 -3.0696 -0.3795 -0.2263 -0.0791 -0.2891
H 4.2675 -4.2897 -2.5533 -0.0039 -0.1020 -0.0137
H 2.0036 -4.1696 -3.6324 -0.1250 -0.0350 -0.1435
H 0.2797 -2.6654 -2.6433 0.7589 -0.1427 0.5581
C -0.7468 0.1645 -4.9502 1.0884 -0.0221 1.3160
C -2.0059 -0.3422 -5.0948 -1.0828 -1.1650 -0.5212
C -2.6358 -0.9367 -3.9968 -0.5884 -0.1365 0.7993
C -1.9964 -0.9767 -2.7634 0.8924 0.4918 -0.4172
N -0.7304 -0.4801 -2.6077 -0.9972 0.1455 -0.6180
C -0.1279 0.0806 -3.6591 -1.8017 -0.4408 -0.9407
C -2.5888 -1.6103 -1.5655 0.3891 -0.5429 -0.3782
C -3.8469 -2.1817 -1.6015 0.5733 -0.3191 1.1639
C -4.2920 -2.8457 -0.4671 -1.0244 -0.5565 0.4811
C -3.4886 -2.9564 0.6634 0.1119 0.0308 -0.5771
C -2.2089 -2.3986 0.5597 -1.1843 -0.5967 0.9492
N -1.7645 -1.7463 -0.4956 -0.6803 0.4880 -0.8024
H -0.2465 0.5539 -5.8234 0.3168 0.2027 0.2117
H -2.4939 -0.4307 -6.0886 0.3969 0.4267 0.8138
H -3.6464 -1.3810 -4.0307 0.7849 0.4424 -0.4714
H 0.8255 0.4537 -3.4137 1.0904 0.5297 -0.3270
H -4.4620 -2.2222 -2.4631 -0.3549 0.3348 -0.6280
H -5.3052 -3.2950 -0.4892 0.7933 0.2950 0.1135
H -3.8189 -3.4896 1.5679 0.2920 0.3903 -0.5660
H -1.5789 -2.4707 1.4181 0.6340 0.0553 0.2839
C -2.2756 4.6744 1.0107 -0.5694 -2.0923 -1.2174
C -0.9594 4.1194 0.6255 0.1404 0.5421 1.2458
N 0.1603 4.5551 1.1179 -0.0974 0.2622 -0.5020
N 1.1204 3.7962 0.5058 -0.3077 1.2243 1.3550
C 0.6244 2.8785 -0.2576 -0.6007 -1.6761 -0.8853
S 1.5066 1.6931 -1.0810 -0.0104 -0.2855 -0.3789
N -0.7324 3.0465 -0.1998 0.4570 0.1269 -0.4940
N -1.6446 2.1790 -0.8125 0.2498 0.6480 -0.6690
H -2.2063 5.6199 1.4526 0.2795 1.3704 0.4639
H -2.7879 4.0008 1.6977 0.0420 -0.0644 0.1625
H -2.8891 4.6811 0.1066 -0.1680 0.4120 0.1058
H 2.0674 3.9367 0.7930 0.5169 -0.1095 -0.1816
H -2.0512 2.6212 -1.6535 0.3850 -0.1933 0.5462
H -2.3771 2.0163 -0.1482 -0.4506 -0.2446 0.3704